No. 1
Here is a cluster of 3 separate species, H6O3 in total from the OMol25 dataset. Energies are from ωB97M-V/def2-TZVPD.

The strongest force on any atom is 0.3 eV/Å. As for the multiplicity: 1. The SMILES is O.O.O. For the relative energy (zero: lowest compared OMol25 entry of this formula, charge and spin), the calculation gives 14.59 kcal per mole. Its frontier orbital gap is 12.06 eV.

Atoms and positions in Å:
O  -4.01809  0.54137  2.04468
H  -3.08132  0.53024  1.84827
H  -4.11532  1.22063  2.71205
O  3.98921  0.15696  -1.29575
H  4.89504  0.40365  -1.48241
H  3.78104  0.60887  -0.47802
O  -0.86746  -1.08375  -1.10119
H  -0.42718  -1.93359  -1.11303
H  -0.15592  -0.44435  -1.13459

Quick look at the Löwdin charges, all values in e: -0.05, 0.03, 0.03, -0.06, 0.03, 0.03, -0.05, 0.03, 0.02

***

No. 2
Here is a cluster of 2 separate species, C2H14Si4 in total from the OMol25 dataset. Energies are from ωB97M-V/def2-TZVPD.

The strongest force on any atom is 1.2 eV/Å. As for the multiplicity: 1. For the relative energy (zero: lowest compared OMol25 entry of this formula, charge and spin), the calculation gives 47.06 kcal per mole. Its frontier orbital gap (alpha / beta) is 8.59 / 5.67 eV.

Atoms and positions in Å:
C  -0.76347  2.27211  -0.12201
C  1.02529  -0.25809  0.02195
Si  1.89440  -1.67763  -0.81767
Si  -2.66754  -1.16272  -0.25777
Si  0.75109  -0.34770  1.86719
Si  0.69325  1.32622  -0.90407
H  -1.61007  1.61591  0.07873
H  -0.47269  2.72678  0.82224
H  -1.11289  3.06911  -0.77553
H  3.29862  -1.84245  -0.41143
H  1.84919  -1.50591  -2.27561
H  1.21287  -2.95111  -0.50243
H  -3.44436  -2.03070  0.61129
H  -3.47731  -0.21795  -1.01236
H  -1.22149  -1.15102  -0.28844
H  1.80794  0.27709  2.67848
H  0.61979  -1.75068  2.29601
H  -0.52051  0.30637  2.24603
H  0.30959  1.03324  -2.30161
H  1.82830  2.26911  -0.95299

Quick look at the Löwdin charges, all values in e: -0.28, -0.75, 0.49, 0.64, 0.48, 0.47, -0.03, 0.02, 0.02, -0.08, -0.08, -0.07, -0.17, -0.16, -0.19, -0.08, -0.07, -0.07, -0.04, -0.04

***

No. 3
Here is a cluster of 3 separate species, C2H10O3 in total from the OMol25 dataset. Energies are from ωB97M-V/def2-TZVPD.

The strongest force on any atom is 1.2 eV/Å. As for the multiplicity: 2. For the relative energy (zero: lowest compared OMol25 entry of this formula, charge and spin), the calculation gives 8.86 kcal per mole. Its net charge is -1. As for the expectation value of S²: 0.7502. Its frontier orbital gap (alpha / beta) is 2.03 / 10.67 eV.

Atoms and positions in Å:
C  -1.28857  -0.01311  0.82324
O  -1.29724  -1.08135  -0.12816
C  0.11262  0.54367  1.06893
H  -1.62582  -0.36530  1.80535
H  -1.92013  0.74782  0.37674
H  -0.57910  -1.69593  0.06947
H  0.05991  1.45499  1.65924
H  0.66031  0.74249  0.14237
H  0.73674  -0.17266  1.60730
H  -3.93576  -1.70980  -3.22993
H  -3.33405  -1.75306  -1.80391
O  -4.16878  -1.73370  -2.29472
H  5.91849  1.85105  -0.71334
H  5.44972  1.29328  0.67072
O  5.21165  1.89160  -0.05331

Quick look at the Löwdin charges, all values in e: -0.42, -0.19, -0.24, 0.09, 0.10, 0.04, 0.05, 0.05, 0.03, 0.02, 0.01, -0.11, -0.03, -0.04, -0.34

***

No. 4
Here is a structure of composition C27H18ClN3O5RbS5 from the OMol25 dataset. Energies are from ωB97M-V/def2-TZVPD.

The strongest force on any atom is 0.7 eV/Å. As for the multiplicity: 1. For the relative energy (zero: lowest compared OMol25 entry of this formula, charge and spin), the calculation gives 29.56 kcal per mole. Its net charge is -1. Its frontier orbital gap is 5.91 eV.

Atoms and positions in Å:
Rb  0.54243  -0.10317  0.45751
O  -1.47065  0.23076  4.71041
C  -1.05428  -0.23828  3.51816
O  -1.26329  0.32178  2.48234
C  -0.32533  -1.55624  3.65781
C  -0.36407  -2.28996  4.83928
C  0.37539  -3.45783  4.90018
C  1.10791  -3.85500  3.79358
C  1.04935  -3.07360  2.64131
N  0.35823  -1.94647  2.59422
C  1.77599  -3.42453  1.35207
O  2.34352  -4.64849  1.30542
O  1.88686  -2.67688  0.42853
H  -1.91050  1.07502  4.52701
H  -0.94815  -1.94620  5.67888
H  0.38609  -4.04883  5.80605
H  1.71543  -4.74842  3.85646
H  2.03162  -5.19376  2.03515
Cl  1.62979  7.09212  3.53752
C  1.72601  5.44087  2.96286
C  2.17562  4.43375  3.82370
C  2.26008  3.14121  3.38864
C  1.92414  2.75028  2.04358
O  2.03851  1.56352  1.65937
C  1.44513  3.81652  1.18633
C  0.98871  3.64565  -0.17612
N  1.01701  2.59235  -0.91887
C  0.56692  2.74153  -2.24923
C  0.54388  3.92781  -2.95194
C  0.03230  4.00082  -4.26511
C  -0.42546  2.88894  -4.90650
C  -0.34167  1.63115  -4.26416
C  -0.70239  0.42440  -4.90803
C  -0.52061  -0.76405  -4.26709
C  0.00994  -0.74143  -2.95746
N  0.31824  0.35737  -2.32630
C  0.16320  1.54935  -2.94804
C  1.35698  5.13014  1.67963
H  2.44817  4.68694  4.84131
H  2.59979  2.35382  4.05030
H  0.55010  4.57300  -0.56823
H  0.92985  4.83148  -2.50173
H  0.01046  4.96409  -4.75962
H  -0.82675  2.94496  -5.91117
H  -1.10830  0.46432  -5.91170
H  -0.76944  -1.70944  -4.72895
H  0.18078  -1.67548  -2.42865
H  0.99101  5.91222  1.02397
C  -0.33551  -4.58508  -2.78590
S  -1.75945  -5.27511  -1.92166
C  -2.76660  -3.86220  -1.75269
C  -2.77346  -3.02147  -0.68405
S  -1.82070  -3.00248  0.74780
S  -3.88248  -1.67385  -0.85295
C  -4.54978  -2.05011  -2.40427
S  -5.61631  -1.06497  -3.20865
S  -3.84334  -3.45919  -3.07591
H  0.30292  -5.41895  -3.07848
H  0.23363  -3.92598  -2.13100
H  -0.63750  -4.04874  -3.68488

Quick look at the Löwdin charges, all values in e: 1.00, 0.12, -0.46, 0.03, -0.18, 0.03, -0.03, 0.01, -0.19, 0.08, -0.47, 0.13, 0.06, 0.14, 0.12, 0.11, 0.11, 0.09, 0.58, -0.70, -0.13, -0.03, -0.43, -0.24, -0.13, -0.10, 0.07, -0.19, -0.03, -0.09, -0.05, -0.16, -0.01, -0.04, -0.13, 0.02, -0.16, -0.09, 0.10, 0.10, 0.11, 0.10, 0.10, 0.11, 0.11, 0.10, 0.09, 0.10, -0.40, 0.78, -1.04, -1.20, 0.48, 0.88, -1.53, 0.44, 0.86, 0.03, 0.02, 0.02